Entry 1:
C23H43N2O2OsP3 | ωB97M-V with the def2-TZVPD basis set

The gap between HOMO and LUMO (spin up / spin down) is 6.34 / 3.87 eV. The expectation value of S² is 6.04.

```
! RIJCOSX wB97M-V def2-TZVPD def2/J DEFGRID3
* xyz 4 5
Os 0.19992 -0.55417 0.24771
P 1.77103 -0.90282 1.77438
P 0.43306 -1.89237 -1.58026
P -2.01065 -1.37088 0.27726
O 1.48156 1.39704 -0.92323
O -2.83258 5.38412 3.13891
N -3.72598 3.74783 4.48885
N -0.72897 1.17733 1.36349
C 4.96935 1.55754 -1.77130
C 1.99870 -1.84059 -2.52253
C 1.05501 -2.02344 2.98985
C -2.20556 3.13446 2.69414
C -2.18216 -2.63950 1.57248
C 3.09081 -1.94955 0.97865
C -2.96860 4.17921 3.41791
C 2.52675 1.63944 -1.66468
C -1.89975 1.92509 3.30727
C 0.14936 -3.65618 -1.01872
C 3.76037 1.31275 -3.77408
C -3.07589 -2.14961 -1.00409
C -0.75895 -1.86985 -3.00760
C 2.35679 0.67293 2.45377
C -1.07884 1.01057 2.66988
C 3.80368 1.77258 -1.06044
C 4.99767 1.30105 -3.12816
C -1.59412 3.41430 1.47020
C -0.88557 2.41557 0.84609
C 2.58093 1.55853 -3.08395
C -3.27773 -0.14917 0.77230
C -1.21061 1.63452 -3.00216
C -2.50020 1.39003 -2.84124
H -3.34312 -0.05069 1.85460
H 2.32667 -0.80871 -2.66937
H 0.60858 -1.41608 3.78003
H -0.98045 -0.88254 -3.41365
H 3.55297 -1.42314 0.12517
H -2.26197 -2.20449 2.57248
H 5.93376 1.53563 -1.27150
H -0.75486 0.12863 3.24228
H -4.25730 -0.44994 0.40335
H 3.78581 -2.10368 1.82101
H 1.85122 1.00254 3.38451
H 0.57052 -3.85623 -0.02507
H -1.74821 -2.26952 -2.80568
H -3.96887 2.77645 4.62773
H -3.18186 0.68295 -3.29225
H -3.32312 -1.46092 -1.81152
H 0.24039 -2.61934 2.51157
H -0.91073 -3.92837 -0.92293
H -0.47464 2.63749 -0.13506
H 5.99024 1.08122 -3.53160
H 0.49342 0.13349 -1.17978
H -4.30547 4.46272 4.91391
H 3.79018 1.87104 0.02383
H -0.70904 2.40820 -2.35490
H 2.66254 -2.90021 0.59416
H -2.35140 1.61427 4.24502
H -3.07491 0.83162 0.33695
H -0.43543 0.89360 -3.36960
H -0.34120 -2.49818 -3.80166
H -1.72083 4.35971 0.96251
H 0.61750 -4.31627 -1.76349
H -2.79061 1.77859 -1.86412
H 1.77997 -2.24569 -3.51899
H 2.16867 1.41028 1.64624
H 3.44143 0.58494 2.63384
H -2.68089 -3.06054 -1.44651
H -4.01829 -2.43426 -0.53127
H 1.65978 1.63623 -3.64657
H -3.11264 -3.20380 1.40324
H 1.83391 -2.67341 3.41783
H -1.36608 -3.36313 1.62053
H 2.85407 -2.34090 -2.02554
H 3.71151 1.05362 -4.82044
*
```

***

Entry 2:
C23H43N3O | ωB97M-V with the def2-TZVPD basis set

The gap between HOMO and LUMO is 8.68 eV. As for the structure (SMILES): CC(C)=CCC[C@@H](C)CN1CCC(N2CCC(C(=O)NC(C)C)CC2)CC1. The value obtained for the energy above the lowest of the compared OMol25 structures with the same formula, charge and spin is 0.178 eV.

```
! RIJCOSX wB97M-V def2-TZVPD def2/J DEFGRID3
* xyz 0 1
O -0.44848 4.86947 2.57688
N -1.44063 3.21322 3.73114
N -1.81107 1.08385 -0.74784
N 0.10759 -2.73290 -0.80474
C -0.31566 2.57851 0.60478
C 3.07595 -0.34291 -2.62290
C -0.43258 -2.30046 0.46781
C 1.91549 -0.55553 -4.85659
C 1.88262 -5.91341 -1.90146
C 2.97180 -2.53215 -3.81725
C -0.27507 2.64916 5.79580
C -2.94878 1.62351 -0.04463
C 3.69884 -3.31785 -2.76510
C -0.80757 -2.38884 -1.87608
C -1.08281 3.70649 5.04683
C 0.48204 -4.13677 -0.82093
C -2.33946 4.09867 5.82133
C -1.10251 3.84534 2.58837
C -1.54809 3.18694 1.28571
C -2.63420 2.11854 1.37749
C -1.53814 -0.33422 -0.62529
C 1.57229 -4.42004 -1.86309
C 2.81625 -3.58602 -1.54003
C 2.68377 -1.23687 -3.76260
C -0.70292 2.01259 -0.76984
C -0.99357 -0.87828 -1.95135
C -0.57804 -0.78059 0.48789
H 3.21479 0.67892 -2.97141
H -1.91259 4.00297 0.65007
H -2.06931 4.51298 6.78855
H 0.40526 -0.33794 0.32659
H 4.03576 -4.26525 -3.18949
H 2.29369 -0.33660 -1.86355
H -2.50730 -0.81669 -0.44455
H -1.68217 -0.62654 -2.75848
H 1.02564 -0.07517 -4.44999
H -3.73713 0.86813 -0.01297
H 4.58687 -2.77106 -2.43609
H 3.99480 -0.68009 -2.15009
H -1.79147 -2.87635 -1.73008
H 0.09434 1.79237 1.24112
H 0.44785 3.34745 0.48034
H 2.47871 -2.63228 -1.13627
H -3.54358 2.52333 1.82758
H -2.01022 2.38420 3.70077
H -0.94668 -0.47282 1.46804
H -0.99704 2.85158 -1.41353
H 0.04321 3.03479 6.76018
H 0.87870 -4.39417 0.16517
H 1.20229 -4.11625 -2.84552
H -2.90310 4.84629 5.26881
H 0.60751 2.37376 5.22385
H -0.87718 1.75714 5.96177
H 2.64408 -3.09642 -4.68103
H -0.39159 -4.78572 -1.00879
H 1.60921 -1.26174 -5.62415
H -0.46472 4.59274 4.87117
H -3.32225 2.47425 -0.62921
H 2.65864 -6.12422 -2.63282
H 0.25759 -2.60797 1.25871
H 2.52589 0.21884 -5.32185
H -2.97499 3.22918 5.98207
H -2.29243 1.26800 1.97219
H 0.15964 1.52891 -1.22765
H -0.02914 -0.42184 -2.16866
H -0.39008 -2.74518 -2.81882
H -1.41644 -2.76560 0.67445
H 0.99645 -6.48431 -2.17161
H 3.40433 -4.09402 -0.77182
H 2.22657 -6.25637 -0.92725
*
```

***

Entry 3:
C23H43NO9 | ωB97M-V with the def2-TZVPD basis set

The gap between HOMO and LUMO (spin up / spin down) is 7.14 / 7.14 eV. The expectation value of S² is 0.75.

```
! RIJCOSX wB97M-V def2-TZVPD def2/J DEFGRID3
* xyz -1 2
O -5.86194 1.94358 3.24854
O 2.50184 -2.10196 -2.66365
O 2.17277 0.13436 -2.74647
O -1.19927 1.73610 -0.68486
O 2.83757 -8.00745 -4.90158
O 2.39401 -6.39537 -3.53979
O -1.72349 3.89569 -0.90437
O 3.93437 -0.68663 -3.67906
O 4.09253 -6.12972 -5.00318
N -4.86026 2.16384 2.48545
C -1.13257 3.39206 2.04112
C -2.70269 1.40302 1.51783
C -3.46687 3.80173 1.18327
C -4.57889 3.59116 2.22708
C -3.09484 1.29885 4.02266
C 2.67887 -5.08998 -3.00566
C -5.88054 4.20705 1.65993
C -2.27210 2.83377 1.17075
C 1.26152 -0.14715 -0.49360
C -3.73864 1.21859 2.63095
C -4.26757 4.32855 3.53933
C 0.95328 0.02088 -1.95966
C 0.19322 2.62152 1.98599
C 1.05998 2.82945 3.25043
C 3.39280 2.44396 2.31804
C 4.75818 -1.81005 -3.98077
C 3.20013 -6.77797 -4.51836
C 4.95335 -9.10973 -5.42831
C 2.42750 3.44734 2.94949
C 3.63283 -8.58050 -5.94604
C -4.32389 -0.19758 2.48609
C -1.69641 2.81667 -0.29838
C 2.82351 -0.98191 -2.98393
H -1.85393 0.77307 1.77391
H 1.78954 -1.08369 -0.29870
H 2.30344 4.30853 2.29047
H 0.01506 1.55986 1.83326
H -3.30869 4.04097 3.96286
H 0.53909 3.48622 3.95022
H 0.32883 -0.13233 0.06556
H -3.50294 -0.90797 2.40069
H 2.87047 3.81612 3.87852
H -3.07411 4.80061 1.37884
H -3.85877 1.42787 4.79092
H 4.25581 2.95104 1.88334
H 5.54607 -1.44138 -4.63194
H -4.91953 -0.45474 3.35976
H 2.69821 -4.34222 -3.78927
H -0.93346 4.39414 1.64779
H -2.56532 0.36810 4.21991
H 3.77895 -7.84769 -6.73943
H 0.35168 -0.80145 -2.34541
H 1.88048 -4.85426 -2.31145
H 3.02721 -9.39358 -6.34282
H -4.28130 5.39721 3.33348
H 3.78094 1.77258 3.08553
H -5.64004 5.07911 1.05566
H 5.57661 -8.30047 -5.05146
H 1.22432 1.87848 3.76348
H -6.56206 4.48492 2.46114
H 0.75819 2.95945 1.11717
H -3.11628 0.97646 0.60348
H 1.88707 0.67593 -0.14657
H -5.05048 4.11550 4.26712
H -3.90242 3.85708 0.18974
H 2.91154 1.86024 1.53675
H -1.43752 3.53119 3.08028
H 3.63151 -5.10492 -2.47905
H 5.49378 -9.61736 -6.22784
H 0.40595 0.94626 -2.11471
H 5.19783 -2.21583 -3.06981
H 4.78608 -9.81679 -4.61473
H -6.38105 3.46707 1.03639
H 4.19619 -2.58756 -4.49416
H -2.37958 2.11108 4.12429
H -4.93569 -0.24901 1.58751
*
```

***

Entry 4:
C23H44CrNP3S | ωB97M-V with the def2-TZVPD basis set

The gap between HOMO and LUMO (spin up / spin down) is 6.11 / 3.70 eV. The expectation value of S² is 3.91. The value obtained for the energy above the lowest of the compared OMol25 structures with the same formula, charge and spin is 0.000 eV.

```
! RIJCOSX wB97M-V def2-TZVPD def2/J DEFGRID3
* xyz 3 4
Cr 0.07675 0.19920 -0.39565
S -0.43204 -1.43114 -3.29162
P 1.68224 1.30278 1.24874
P 0.69093 1.58176 -2.05893
P -1.56032 1.65380 0.54774
N -1.86628 -1.71798 3.31745
C -1.06505 -4.35615 -6.79810
C -0.93452 -1.53439 4.31013
C 1.12342 -2.19181 5.44568
C 0.19258 -2.38700 4.42059
C 0.97688 -1.68970 0.79959
C 0.15426 -3.64352 -4.82191
C -1.74198 1.82930 2.36014
C -1.08845 -0.49588 5.25253
C 1.83223 0.74333 2.98902
C 0.96779 -1.13457 6.34812
C -1.67468 3.41266 0.05697
C -0.77618 -2.60877 -4.56233
C 2.02035 0.69876 -2.91634
C -1.84882 -2.46371 -5.47980
C 3.36552 1.01524 0.60454
C 0.00534 -4.51090 -5.90821
C -0.03930 -2.22675 -0.02412
C -1.97632 -3.30918 -6.58799
C -0.68140 1.85355 -3.22445
C -3.18818 0.98870 0.09240
C 1.68174 3.11315 1.55466
C -0.15739 -0.30406 6.27317
C 1.37315 3.26015 -1.94095
H -1.05268 -2.26412 0.41760
H -3.16885 0.62763 -0.94172
H -2.04237 2.85832 2.60611
H -1.83754 3.52710 -1.01866
H 2.29573 3.29180 -1.35817
H 0.75789 -5.29250 -6.07912
H 0.32236 -3.18968 3.69235
H -2.52435 -0.97891 3.11985
H -1.95335 0.17477 5.15494
H -2.55240 -1.65959 -5.28267
H 0.15840 -2.92943 -0.84254
H 1.84800 -0.38196 -2.94409
H -1.48726 1.12119 -3.09784
H -1.12835 2.83858 -3.06639
H 2.07946 1.07902 -3.94208
H 4.08422 1.28009 1.39138
H -2.53153 3.83648 0.59375
H -0.78016 3.97659 0.34357
H 0.76043 -1.57178 1.85600
H 1.73176 3.69739 0.62856
H -1.33009 -1.49906 -2.22544
H -0.27246 1.77792 -4.23824
H -3.43136 0.14689 0.75236
H 1.71541 -0.95856 7.11243
H 1.01393 -3.79047 -4.16816
H -0.81584 1.61107 2.90016
H -1.61336 -2.26898 2.50634
H 0.79865 3.41355 2.13533
H -1.15140 -4.99067 -7.67895
H -3.95958 1.76399 0.19486
H -2.75842 -3.16244 -7.34416
H 1.97148 -0.34049 3.03730
H 2.96871 0.85028 -2.39595
H -2.52441 1.14669 2.71733
H 2.57604 3.34436 2.15207
H 3.57365 1.62774 -0.28255
H 2.70223 1.21634 3.45968
H -0.28633 0.50885 6.99071
H 3.48546 -0.04585 0.35141
H 0.95450 1.03275 3.57735
H 1.99197 -2.84552 5.52123
H 0.65859 3.96109 -1.50434
H 2.04601 -1.74834 0.56174
H 1.59498 3.56102 -2.97445
*
```

***

Entry 5:
C23H44IN5O3P | ωB97M-V with the def2-TZVPD basis set

The gap between HOMO and LUMO (spin up / spin down) is 4.83 / 5.94 eV. The expectation value of S² is 2.01.

```
! RIJCOSX wB97M-V def2-TZVPD def2/J DEFGRID3
* xyz 1 3
I -2.42808 0.23312 -9.49775
P -2.62000 -1.37626 -7.69328
O -2.21869 -0.42810 -1.46052
O -1.30847 -1.07685 -6.84775
O 2.78464 -0.86948 3.05444
N -1.36925 0.47680 -1.12995
N -7.05080 2.89668 -6.28940
N -3.53450 -0.62553 -5.29084
N 3.39859 -1.29734 4.09418
N -3.82429 -0.50092 -6.58211
C 0.29448 -0.66565 0.32204
C 0.24747 2.11088 -2.17217
C 3.33619 0.49540 6.38428
C -0.88453 0.30988 0.27713
C 1.37544 -0.40443 -0.72500
C 5.69647 -1.32516 5.09681
C 2.99620 -2.59551 6.22070
C 0.75574 -0.34116 -2.11894
C 2.09655 -0.27449 5.93609
C 5.24833 -0.03695 3.06932
C -4.90388 0.12503 -7.05412
C -6.99330 1.50543 -6.73036
C -2.00877 -0.24396 1.13952
C -5.51978 0.63091 -4.85365
C 1.18000 -2.19734 4.62575
C -4.38135 -0.07475 -4.45662
C 4.25112 0.76418 5.19219
C -0.36007 0.69717 -2.21371
C -5.80711 0.74236 -6.20406
C 2.43887 -1.57473 5.21279
C 4.62134 -0.48254 4.38236
C -1.08727 0.56675 -3.53828
C -0.51102 1.66950 0.90160
H -2.90715 0.36813 1.05977
H 5.17077 1.24946 5.52120
H 3.74788 -2.18557 6.88970
H 0.12757 1.51363 1.77039
H -5.04442 0.13854 -8.12090
H -6.93443 1.52847 -7.81315
H -7.28871 2.97014 -5.31113
H -2.26745 -1.26698 0.87658
H 0.98666 2.24381 -1.38842
H 6.23011 -1.94306 4.37464
H 1.46058 -0.50849 6.79197
H 6.42373 -0.67224 5.57871
H 0.76430 2.30588 -3.11169
H 4.62634 0.67792 2.53542
H 0.01108 2.34748 0.23620
H -0.52848 2.86788 -2.04991
H -1.45023 -0.44510 -3.69649
H -1.67810 -0.23318 2.17784
H -6.14060 1.07023 -4.09154
H 0.35225 -1.32778 -2.36840
H -1.08577 -0.14095 -6.77298
H 0.51038 -2.47496 5.43846
H 3.03331 1.44466 6.82857
H 1.41713 -3.09454 4.05324
H 1.92067 0.51402 -0.49339
H 0.64718 -1.50808 3.97419
H 3.74782 1.47412 4.52784
H 2.18481 -2.94799 6.85600
H 5.31330 -1.99707 5.85559
H 6.20352 0.44014 3.28975
H -1.40911 2.19037 1.23483
H -7.91328 1.01731 -6.43525
H 1.51417 -0.11209 -2.87102
H -4.13816 -0.18930 -3.41216
H -0.08396 -1.68266 0.17710
H 3.87365 -0.04796 7.16576
H -0.41538 0.80970 -4.36342
H -6.15745 3.35226 -6.40974
H 5.43313 -0.88684 2.41295
H 3.42057 -3.45865 5.70719
H 1.50592 0.36341 5.27050
H -1.93820 1.25245 -3.57639
H 0.73300 -0.64118 1.32064
H 2.11078 -1.20828 -0.68976
*
```

***

Entry 6:
C23H44N3O3 | ωB97M-V with the def2-TZVPD basis set

The gap between HOMO and LUMO is 8.71 eV. The value obtained for the energy above the lowest of the compared OMol25 structures with the same formula, charge and spin is 0.000 eV.

```
! RIJCOSX wB97M-V def2-TZVPD def2/J DEFGRID3
* xyz 1 1
O 4.35430 0.00446 5.41148
O -1.26565 1.67866 3.04358
O -4.83493 1.72173 -4.32605
N 0.98110 0.54338 -4.37430
N 2.20553 0.18586 -3.91665
N 0.85033 -0.98477 -2.79269
C -1.09132 -1.73972 0.26802
C 3.29308 -1.31923 -2.19389
C -2.84699 1.89037 -5.76767
C 5.43267 -1.33473 3.64785
C 2.15544 -0.73477 -2.95833
C -1.36806 3.03218 2.62609
C -3.36235 1.64044 4.34577
C 1.28642 -1.54230 0.58864
C 0.39248 -3.39966 -0.65474
C 2.88689 -3.19252 -0.49377
C -0.71311 4.02334 3.57151
C -3.64165 1.09920 -4.74018
C 0.16250 -0.18567 -3.66678
C 3.20279 -2.85617 -1.96634
C 2.05702 -0.49546 4.67848
C 1.49759 -2.70423 -0.15089
C 3.25674 0.43510 4.63238
C -0.89999 -2.91951 -0.44576
C -6.29345 0.69133 -6.02657
C -1.86843 1.37720 4.29573
C 4.89964 -1.25604 5.06942
C -5.80057 1.95394 -5.34293
C -0.00383 -1.05761 0.79527
H -3.36943 1.95961 -6.72163
H 5.71540 -1.40958 5.77497
H 2.40960 -3.28296 -2.58227
H -0.86881 3.06517 1.65645
H 5.93423 -2.29068 3.49317
H 0.32624 3.74797 3.75671
H -3.59600 2.70242 4.26387
H -0.73556 5.02158 3.13410
H 4.21691 -1.08122 -2.72518
H -3.76622 1.28692 5.29434
H 2.27052 -1.46239 4.21774
H -5.41608 2.66640 -6.08061
H 3.03743 0.61334 -4.29528
H 4.17036 -2.05461 5.24723
H -3.83770 0.08309 -5.10659
H -2.09338 -1.36509 0.43247
H -1.74576 -3.48006 -0.82514
H -1.88481 1.40924 -5.95745
H 0.55702 -4.32702 -1.19463
H 1.75458 -0.68095 5.70971
H 2.15416 -1.03896 1.00310
H 0.46388 -1.62523 -2.09004
H -5.51032 0.20438 -6.61010
H -3.87220 1.11891 3.53442
H 2.98463 1.40860 5.04008
H -2.41537 3.30144 2.45337
H -0.91103 -0.15274 -3.77152
H 3.56677 0.60418 3.59255
H 3.63685 -2.72681 0.14910
H -0.15446 -0.15087 1.37261
H -1.35688 1.91402 5.10148
H -3.05318 0.99972 -3.82256
H 4.15114 -3.29560 -2.27383
H -7.10602 0.93622 -6.71027
H -1.22577 4.07459 4.53233
H 4.63292 -1.25478 2.90752
H 1.21721 -0.04904 4.14173
H -6.66333 -0.02320 -5.29021
H -6.62702 2.44413 -4.83029
H -2.66502 2.90395 -5.40903
H 6.14741 -0.53198 3.46271
H 3.34129 -0.77961 -1.24279
H 2.93762 -4.27237 -0.34123
H -1.67608 0.31506 4.45222
*
```

***

> Number 1 is which compound?

C23H43N2O2OsP3